No. 1
A structure of composition C21H56N5O8Ti in a non-equilibrium geometry, computed with ωB97M-V/def2-TZVPD.

Properties
ΔE to the lowest compared entry with this formula, charge and spin: 0.0 kcal/mol
spin multiplicity: 4
HOMO-LUMO gap (spin up / spin down): 5.7 / 9.1 eV
HOMO (spin up / spin down): -5.24 / -8.69 eV
<S²>: 3.75

```
91
Properties=species:S:1:pos:R:3:forces:R:3
Ti -2.028 1.102 -1.460 0.9 -0.3 0.6
O -0.430 -1.375 1.450 -0.1 0.2 -0.3
C -0.679 -0.690 0.333 -1.0 0.6 -1.5
O -1.593 -1.112 -0.444 -0.6 -0.1 -0.2
O -0.097 0.382 0.026 0.5 0.1 0.9
H -1.045 -2.161 1.425 0.2 -0.2 0.2
C 0.393 -4.914 1.189 0.8 1.1 1.3
C -1.077 -5.085 1.515 -0.7 0.2 -2.0
C -1.367 -5.422 2.968 -0.1 0.3 -0.4
O -0.854 -6.691 3.277 0.8 0.4 0.7
C -1.784 -7.714 3.386 -0.4 -1.3 0.3
N -1.783 -3.837 1.135 -0.4 0.5 0.1
H 0.675 -4.897 0.139 -0.3 -0.4 -0.1
H 1.034 -5.576 1.774 -0.2 -0.4 -0.4
H 0.692 -3.923 1.559 -0.1 0.0 0.0
H -1.471 -5.806 0.783 0.0 -0.8 0.8
H -2.427 -5.354 3.233 -0.2 -0.2 -0.4
H -0.919 -4.621 3.566 0.4 -0.3 0.2
H -2.656 -7.455 4.003 -0.2 0.3 -0.5
H -1.384 -8.570 3.943 0.6 0.3 -0.1
H -2.041 -8.135 2.405 -0.4 0.3 0.1
H -2.791 -3.971 1.199 0.1 0.0 0.3
H -1.668 -3.642 0.142 0.3 0.0 0.1
C 3.677 0.388 3.760 0.2 -0.8 -0.3
C 2.636 0.818 2.739 -1.0 0.4 1.2
C 3.106 1.940 1.832 -0.4 0.2 0.0
O 3.249 3.181 2.515 0.4 -0.3 -0.2
C 4.318 3.966 1.965 -1.3 0.1 1.3
N 2.142 -0.298 1.933 0.3 0.3 -0.9
H 3.978 1.132 4.495 -0.2 0.3 -0.2
H 4.571 0.024 3.242 0.0 0.1 0.0
H 3.285 -0.483 4.292 0.0 0.1 0.1
H 1.760 1.199 3.291 0.3 0.4 0.1
H 2.327 2.079 1.072 0.2 -0.1 -0.3
H 4.054 1.656 1.363 0.0 0.0 -0.2
H 4.010 4.433 1.026 0.4 -0.5 -0.4
H 5.204 3.334 1.977 0.3 0.4 -0.6
H 4.417 4.798 2.665 0.3 -0.1 0.0
H 1.297 -0.724 2.299 0.4 0.0 0.6
H 1.730 0.144 1.110 0.2 -0.3 -0.2
C 1.163 4.677 -0.774 0.4 0.2 0.2
C 0.927 3.810 -2.005 0.4 0.9 0.2
C 2.252 3.355 -2.618 0.1 0.3 -0.7
O 2.113 3.251 -4.036 -0.8 -0.5 0.4
C 3.259 2.802 -4.705 -0.1 -0.4 -0.2
N 0.046 2.695 -1.685 -0.8 -0.9 -0.5
H 1.694 5.599 -1.021 0.1 -0.2 -0.2
H 1.764 4.148 -0.029 -0.1 0.0 0.1
H 0.246 5.010 -0.297 -0.2 -0.2 -0.1
H 0.503 4.475 -2.763 -0.5 -0.3 0.0
H 2.497 2.386 -2.170 0.5 0.0 0.0
H 3.041 4.105 -2.511 0.1 -0.1 0.8
H 3.606 1.816 -4.368 0.0 0.1 0.3
H 4.092 3.509 -4.624 0.0 0.1 0.0
H 2.950 2.668 -5.741 0.2 0.2 -0.1
H 0.262 2.182 -0.829 0.6 0.5 0.1
H 0.149 1.986 -2.409 0.0 0.2 -0.1
C -0.676 0.521 -5.752 -1.9 -1.0 -0.4
C -1.462 -0.142 -4.613 -0.2 0.5 0.5
C -1.557 -1.662 -4.762 0.8 0.3 -1.5
O -2.317 -1.970 -5.915 -0.2 0.3 0.2
C -2.397 -3.351 -6.213 0.3 0.3 -0.2
N -0.743 0.186 -3.337 -0.6 -1.0 -0.4
H -1.285 0.285 -6.635 0.5 -0.1 -0.2
H 0.295 0.036 -5.843 0.3 0.5 -0.1
H -0.715 1.605 -5.714 0.6 0.1 0.4
H -2.483 0.245 -4.592 0.1 0.2 0.2
H -1.977 -2.191 -3.905 0.2 0.2 0.3
H -0.515 -1.949 -4.985 0.0 -0.6 0.5
H -3.415 -3.540 -6.543 -0.1 -0.3 0.2
H -2.098 -3.966 -5.361 -0.3 -0.1 0.1
H -1.722 -3.610 -7.033 0.1 0.1 0.0
H 0.223 0.039 -3.628 0.2 0.4 0.6
H -0.916 -0.592 -2.695 0.2 -0.1 0.1
C -3.696 1.127 3.712 0.4 -0.5 0.2
C -2.229 0.927 3.305 -1.3 0.7 -0.3
C -1.641 2.254 2.845 -0.5 -0.3 -0.2
O -2.504 2.962 1.932 1.1 -0.5 0.5
C -1.776 4.095 1.513 -1.4 0.9 -0.7
N -1.500 0.497 4.493 0.8 -1.4 -0.2
H -4.095 0.149 4.001 -0.1 0.1 0.0
H -4.318 1.529 2.917 0.1 0.1 0.0
H -3.722 1.762 4.599 -0.1 0.1 -0.1
H -2.211 0.202 2.484 0.2 0.0 0.0
H -0.709 2.063 2.305 0.3 0.1 0.3
H -1.506 2.860 3.745 0.3 0.1 0.0
H -0.747 3.874 1.242 0.1 -0.1 -0.1
H -1.802 4.930 2.225 0.2 -0.4 0.5
H -2.341 4.499 0.667 0.4 -0.1 -0.3
H -0.583 0.133 4.207 0.1 0.7 -0.1
H -1.887 -0.402 4.791 -0.5 0.4 0.2
```
Positions in Å, forces in eV/Å.

=====

No. 2
A structure of composition C4H6O2 in a non-equilibrium geometry, computed with ωB97M-V/def2-TZVPD.

Properties
ΔE to the lowest compared entry with this formula, charge and spin: 51.5 kcal/mol
HOMO-LUMO gap: 10.4 eV
HOMO: -9.59 eV

```
12
Properties=species:S:1:pos:R:3:forces:R:3
O 2.559 -0.090 -0.112 0.2 -0.2 0.3
C 1.616 0.067 0.625 0.4 0.3 -0.8
C 0.388 0.677 -0.115 0.4 0.0 0.0
C -0.418 -0.438 -0.819 0.0 -0.1 0.0
C -1.404 -0.160 0.323 -0.3 -0.3 0.1
O -0.763 1.095 0.610 0.1 0.0 0.4
H 1.756 -0.252 1.693 -0.9 0.4 -0.4
H 0.801 1.486 -0.731 -0.1 -0.2 0.1
H 0.066 -1.415 -0.877 -0.2 0.1 0.0
H -0.811 -0.163 -1.804 0.2 0.1 0.3
H -1.267 -0.838 1.174 -0.2 -0.1 -0.1
H -2.467 -0.046 0.093 0.2 0.0 0.0
```
Positions in Å, forces in eV/Å.

=====

No. 3
An isolated molecule of C4H5BrN2O2 in a non-equilibrium geometry, computed with ωB97M-V/def2-TZVPD.

Properties
ΔE to the lowest compared entry with this formula, charge and spin: 12.4 kcal/mol
structure (SMILES): CN1C(=O)NC(=O)[C@H]1Br
HOMO-LUMO gap: 10.4 eV
HOMO: -10.03 eV

```
14
Properties=species:S:1:pos:R:3:forces:R:3
C 1.175 -1.528 0.120 1.8 0.1 -1.2
N 0.312 -0.350 -0.088 0.8 -2.7 -0.7
C 0.751 0.774 -0.657 2.3 2.3 -2.2
O 1.834 0.960 -1.222 -2.1 -0.4 1.1
N -0.238 1.792 -0.459 -0.1 0.3 -0.3
C -1.232 1.362 0.337 -0.5 -3.8 0.6
O -2.150 1.900 0.861 -0.3 0.8 -0.1
C -0.936 -0.317 0.450 -2.0 3.4 0.8
Br -2.468 -1.316 -0.343 0.7 0.2 -0.2
H 1.649 -1.345 1.133 -0.4 -0.8 -1.1
H 0.621 -2.545 0.048 0.8 2.1 0.1
H 2.016 -1.446 -0.725 -1.8 -0.4 2.0
H -0.382 2.700 -0.920 1.0 -0.7 0.2
H -0.950 -0.641 1.466 -0.2 -0.2 0.7
```
Positions in Å, forces in eV/Å.

=====

No. 4
An isolated molecule of C5H7NO, computed with ωB97M-V/def2-TZVPD.

Properties
ΔE to the lowest compared entry with this formula, charge and spin: 34.2 kcal/mol
structure (SMILES): N#CCC1(O)CC1
HOMO-LUMO gap: 11.2 eV
HOMO: -10.52 eV

```
14
Properties=species:S:1:pos:R:3:forces:R:3
N 2.345 -1.447 1.273 -0.4 0.4 -0.7
C 1.824 -0.925 0.385 0.3 -0.4 0.6
C 1.121 -0.258 -0.713 0.0 0.0 -0.1
C -0.201 0.408 -0.292 0.0 -0.3 0.1
O -0.365 1.687 -0.833 0.1 0.2 0.1
C -1.447 -0.410 -0.211 -0.1 -0.1 -0.1
C -0.819 0.137 1.047 0.1 0.0 0.2
H 0.950 -0.994 -1.508 0.0 0.2 0.1
H 1.777 0.517 -1.128 -0.1 -0.2 0.1
H 0.168 2.292 -0.299 -0.2 0.0 -0.2
H -2.365 0.048 -0.567 0.2 0.0 0.1
H -1.358 -1.478 -0.395 0.0 0.2 0.0
H -0.317 -0.555 1.718 -0.1 0.1 -0.1
H -1.313 0.978 1.524 0.1 -0.1 -0.1
```
Positions in Å, forces in eV/Å.